1.
104
Properties=species:S:1:pos:R:3 method="wB97M-V/def2-TZVPD" charge=+2 de_lowest_kcal_mol=37.6 total_energy_ha=-8520.77597 gap_ev="6.873 / 4.199"
Tl 0.86 -0.29 -1.12
Se -4.54 3.19 0.70
P -4.79 1.08 1.03
C -4.97 0.76 2.79
C -4.04 1.35 3.64
C -4.18 1.21 5.01
C -5.23 0.47 5.53
C -6.17 -0.10 4.68
C -6.06 0.05 3.31
C -6.14 0.33 0.09
C -6.87 1.09 -0.82
C -7.80 0.47 -1.64
C -8.00 -0.90 -1.55
C -7.27 -1.65 -0.63
C -6.33 -1.04 0.18
C -3.33 0.34 0.28
C -2.16 -0.43 0.37
N -1.60 -0.34 -0.87
N -2.33 0.44 -1.64
N -3.36 0.85 -0.98
P -1.36 -1.49 1.60
Se 0.62 -2.20 1.02
C -1.12 -0.54 3.11
C -0.40 0.64 3.02
C -0.02 1.31 4.17
C -0.35 0.77 5.41
C -1.08 -0.40 5.50
C -1.47 -1.07 4.35
C -2.44 -2.90 1.90
C -2.03 -4.20 1.62
C -2.90 -5.26 1.82
C -4.18 -5.02 2.28
C -4.60 -3.73 2.57
C -3.73 -2.67 2.38
H -3.22 1.94 3.23
H -3.47 1.69 5.68
H -5.33 0.35 6.60
H -7.00 -0.66 5.09
H -6.81 -0.36 2.65
H -6.70 2.16 -0.90
H -8.35 1.05 -2.36
H -8.72 -1.38 -2.19
H -7.42 -2.72 -0.57
H -5.75 -1.64 0.87
H -0.12 1.04 2.05
H 0.56 2.22 4.11
H -0.03 1.28 6.32
H -1.33 -0.81 6.47
H -2.02 -2.00 4.42
H -1.02 -4.38 1.26
H -2.57 -6.26 1.60
H -4.86 -5.85 2.42
H -5.60 -3.55 2.94
H -4.05 -1.66 2.61
O 2.52 -1.93 -2.40
C 2.66 -1.84 -3.81
C 1.72 -0.83 -4.41
C 1.86 -0.48 -5.75
C 0.94 0.38 -6.32
C -0.11 0.86 -5.54
C -0.17 0.49 -4.21
N 0.74 -0.33 -3.67
H 2.36 -2.84 -2.13
H 2.47 -2.81 -4.27
H 3.69 -1.55 -4.04
H 2.68 -0.89 -6.33
H 1.02 0.66 -7.36
H -0.86 1.52 -5.95
H -0.95 0.83 -3.55
S 2.30 1.75 0.11
Sb 4.39 1.40 -0.88
C 5.10 -0.56 -0.42
C 4.70 -1.11 0.79
C 5.12 -2.39 1.11
C 5.90 -3.11 0.22
C 6.29 -2.55 -0.99
C 5.90 -1.26 -1.31
C 4.15 1.73 -2.98
C 2.98 2.36 -3.37
C 2.81 2.73 -4.70
C 3.82 2.46 -5.62
C 4.98 1.81 -5.22
C 5.15 1.44 -3.90
C 5.59 2.87 0.09
C 4.99 3.67 1.05
C 5.75 4.63 1.70
C 7.10 4.78 1.38
C 7.69 3.97 0.42
C 6.94 3.00 -0.23
H 4.08 -0.55 1.48
H 4.82 -2.83 2.06
H 6.20 -4.12 0.47
H 6.89 -3.12 -1.69
H 6.21 -0.82 -2.25
H 2.21 2.60 -2.64
H 1.91 3.24 -5.01
H 3.71 2.79 -6.65
H 5.76 1.61 -5.94
H 6.08 0.98 -3.59
H 3.94 3.55 1.28
H 5.30 5.26 2.45
H 7.69 5.53 1.89
H 8.74 4.08 0.19
H 7.40 2.37 -0.98



2.
35
Properties=species:S:1:pos:R:3 method="wB97M-V/def2-TZVPD" charge=+1 total_energy_ha=-2408.09977 gap_ev=6.085
Ir 0.01 -0.05 -0.01
Cl -3.20 -5.98 0.91
C -2.79 -4.31 0.89
C -3.73 -3.38 1.23
C -3.42 -2.00 1.21
I -4.84 -0.59 1.68
C -2.16 -1.57 0.84
O -1.78 -0.31 0.79
C -1.20 -2.54 0.52
N 0.04 -2.06 0.19
C 1.01 -2.89 -0.12
C 0.81 -4.27 -0.13
C -0.42 -4.79 0.20
C -1.47 -3.92 0.53
H -4.72 -3.70 1.50
H 1.97 -2.46 -0.36
H 1.63 -4.92 -0.40
H -0.59 -5.85 0.20
I -1.25 0.02 -5.00
C 0.61 0.13 -4.09
C 1.80 0.14 -4.86
C 3.03 0.17 -4.26
I 4.73 0.14 -5.46
C 3.12 0.22 -2.85
C 4.31 0.27 -2.09
C 4.25 0.38 -0.72
C 3.00 0.43 -0.09
N 1.87 0.34 -0.77
C 1.92 0.23 -2.13
C 0.66 0.13 -2.72
O -0.43 0.03 -1.92
H 1.72 0.13 -5.94
H 5.27 0.23 -2.59
H 5.14 0.44 -0.12
H 2.92 0.56 0.98



3.
71
Properties=species:S:1:pos:R:3 method="wB97M-V/def2-TZVPD" charge=-1 s2=0.78 de_lowest_kcal_mol=16.8 total_energy_ha=-3701.84756 gap_ev="4.750 / 6.852" spin_multiplicity=2
Ir 0.31 0.80 -0.05
O 6.19 1.16 4.57
N 5.94 1.12 3.35
O 6.85 1.14 2.50
C 4.60 1.04 2.95
C 3.63 1.02 3.96
C 2.27 0.95 3.68
C 1.23 0.93 4.65
C -0.07 0.87 4.25
C -0.39 0.81 2.88
N 0.56 0.82 1.96
C 1.86 0.89 2.33
C 2.83 0.89 1.28
N 2.34 0.80 0.02
C 3.17 0.76 -1.01
C 4.54 0.83 -0.83
C 5.07 0.94 0.44
C 4.22 0.96 1.56
H 3.97 1.06 4.99
H 1.49 0.98 5.70
H -0.88 0.85 4.96
H -1.41 0.77 2.54
H 2.73 0.64 -1.99
H 5.18 0.80 -1.70
H 6.14 1.00 0.58
O 0.25 0.85 -2.12
N 0.61 1.97 -2.73
C 0.95 1.87 -4.03
C 1.37 2.95 -4.75
C 1.43 4.20 -4.12
C 1.08 4.28 -2.80
C 0.67 3.15 -2.07
S 0.29 3.23 -0.41
H 0.86 0.87 -4.43
H 1.65 2.82 -5.78
H 1.75 5.08 -4.66
H 1.11 5.22 -2.26
O -2.47 -5.48 -1.03
S -1.31 -4.83 -1.57
O -1.13 -4.85 -3.00
N -1.21 -3.28 -1.00
C -0.14 -3.13 -0.28
S 0.25 -1.74 0.65
C 0.76 -4.32 -0.17
C 1.99 -4.44 0.44
C 2.61 -5.68 0.44
C 2.01 -6.78 -0.16
C 0.77 -6.66 -0.79
C 0.18 -5.42 -0.79
H 2.45 -3.58 0.91
H 3.58 -5.80 0.90
H 2.50 -7.75 -0.13
H 0.30 -7.51 -1.27
O -2.69 -1.05 0.79
C -2.72 0.05 0.27
O -1.76 0.87 0.00
C -4.08 0.64 -0.09
C -5.23 0.09 0.46
C -6.45 0.68 0.17
C -6.56 1.76 -0.68
C -5.40 2.28 -1.22
C -4.16 1.74 -0.93
N -5.49 3.44 -2.12
O -4.45 3.87 -2.58
O -6.59 3.90 -2.35
N -7.67 0.15 0.79
O -8.74 0.61 0.43
O -7.55 -0.71 1.64
H -5.18 -0.77 1.11
H -7.52 2.20 -0.90
H -3.26 2.17 -1.35



4.
44
Properties=species:S:1:pos:R:3 method="wB97M-V/def2-TZVPD" charge=-1 total_energy_ha=-3919.47423 gap_ev=6.586
Au 0.95 -0.17 -0.49
Br -4.99 -4.79 -3.31
C -3.71 -3.46 -2.85
C -3.14 -2.66 -3.86
C -2.24 -1.69 -3.54
C -1.81 -1.42 -2.19
O -1.03 -0.46 -1.95
C -2.37 -2.30 -1.20
C -2.04 -2.22 0.19
N -1.05 -1.57 0.69
C -0.87 -1.63 2.07
C -0.98 -2.77 2.83
C -0.74 -2.76 4.22
C -0.37 -1.61 4.86
C -0.21 -0.41 4.12
C 0.20 0.80 4.71
C 0.34 1.91 3.93
C 0.07 1.81 2.54
N -0.32 0.70 1.97
C -0.46 -0.41 2.73
C -3.33 -3.27 -1.55
H -3.43 -2.82 -4.89
H -1.80 -1.07 -4.31
H -2.72 -2.76 0.87
H -1.23 -3.70 2.34
H -0.84 -3.68 4.77
H -0.17 -1.60 5.92
H 0.40 0.83 5.77
H 0.66 2.86 4.34
H 0.20 2.67 1.90
H -3.76 -3.88 -0.77
C 4.34 0.83 -1.12
Si 3.20 -0.47 -0.33
C 3.80 -0.59 1.47
C 3.74 -2.11 -1.11
H 5.39 0.55 -0.99
H 4.19 1.81 -0.66
H 4.14 0.94 -2.18
H 4.87 -0.78 1.53
H 3.28 -1.39 2.00
H 3.59 0.34 2.01
H 4.82 -2.25 -1.02
H 3.47 -2.15 -2.17
H 3.24 -2.95 -0.62



5.
15
Properties=species:S:1:pos:R:3 method="wB97M-V/def2-TZVPD" charge=0 de_lowest_kcal_mol=66.9 total_energy_ha=-450.18203 gap_ev=9.705
C -2.09 -0.46 -0.59
C 0.75 0.50 0.12
C 2.00 0.93 1.04
C 1.16 0.01 -1.25
H -2.07 0.41 0.94
H -2.62 -0.76 -1.51
H -0.49 -1.56 -1.01
H 0.44 -1.21 1.19
H 0.14 1.40 -0.01
H 2.86 0.24 0.88
N -2.66 0.47 0.05
N -0.94 -1.16 -0.21
N -0.09 -0.46 0.71
N 1.79 -0.08 -2.23
O 1.81 1.74 1.89



6.
9
Properties=species:S:1:pos:R:3 method="wB97M-V/def2-TZVPD" charge=0 de_lowest_kcal_mol=87.5 total_energy_ha=-589.98519 gap_ev="10.566 / 4.283"
C -0.66 2.16 -0.14
C -1.38 -0.27 0.23
C -0.51 0.82 0.15
O -0.82 3.23 -0.54
S 2.56 -2.31 -0.29
H -2.42 -0.18 -0.04
H -1.00 -1.24 0.43
H 0.53 0.82 0.40
H 3.70 -3.02 -0.21



7.
88
Properties=species:S:1:pos:R:3 method="wB97M-V/def2-TZVPD" charge=-2 de_lowest_kcal_mol=0.0 total_energy_ha=-3017.85737 gap_ev=5.459
Rb 1.02 1.19 0.84
O -4.93 -3.88 4.30
C -3.75 -4.25 4.14
O -3.21 -5.35 4.35
C -2.81 -3.16 3.52
C -1.49 -3.44 3.22
C -0.68 -2.43 2.71
N -1.15 -1.22 2.42
C -2.43 -0.95 2.68
C -3.28 -1.88 3.28
C -2.91 0.40 2.28
C -4.27 0.72 2.29
C -4.67 1.97 1.85
C -3.71 2.88 1.44
C -2.38 2.49 1.49
N -1.99 1.29 1.90
C 0.78 -2.63 2.50
C 1.46 -3.69 3.09
C 2.83 -3.80 2.92
C 3.49 -2.84 2.18
C 2.74 -1.81 1.62
N 1.42 -1.72 1.76
H -1.14 -4.45 3.39
H -4.30 -1.67 3.55
H -5.00 0.00 2.61
H -5.72 2.23 1.83
H -3.98 3.87 1.08
H -1.59 3.17 1.20
H 0.93 -4.41 3.70
H 3.37 -4.62 3.37
H 4.56 -2.86 2.05
H 3.22 -1.03 1.05
C 3.58 0.48 -1.73
C 4.45 1.40 -0.92
C 5.32 2.29 -1.57
C 6.11 3.11 -0.82
C 6.06 3.05 0.59
C 6.89 3.84 1.41
C 6.80 3.71 2.78
C 5.90 2.82 3.36
C 5.03 2.02 2.60
S 3.94 0.96 3.38
C 5.13 2.13 1.17
N 4.36 1.34 0.39
H 4.12 0.12 -2.61
H 2.69 1.02 -2.06
H 3.25 -0.36 -1.12
H 5.35 2.32 -2.65
H 6.79 3.82 -1.29
H 7.58 4.53 0.95
H 7.44 4.30 3.41
H 5.83 2.74 4.43
O 0.71 2.00 -1.60
C -0.11 2.88 -1.24
O 0.08 3.80 -0.43
C -1.48 2.72 -1.87
C -2.29 3.81 -2.14
C -3.48 3.64 -2.83
C -3.85 2.36 -3.25
C -3.06 1.27 -2.95
C -1.88 1.43 -2.23
P -0.82 0.01 -1.71
C -2.12 -1.16 -1.09
C -1.67 -2.45 -0.81
C -2.51 -3.40 -0.27
C -3.83 -3.07 0.02
C -4.28 -1.79 -0.22
C -3.43 -0.83 -0.75
C -0.58 -0.72 -3.39
C 0.46 -0.18 -4.16
C 0.75 -0.69 -5.41
C 0.02 -1.75 -5.93
C -1.01 -2.29 -5.18
C -1.31 -1.78 -3.92
H -1.96 4.79 -1.82
H -4.12 4.48 -3.05
H -4.77 2.22 -3.81
H -3.37 0.28 -3.26
H -0.63 -2.69 -1.01
H -2.14 -4.39 -0.05
H -4.48 -3.81 0.47
H -5.29 -1.52 0.04
H -3.79 0.18 -0.91
H 1.03 0.64 -3.75
H 1.56 -0.26 -5.99
H 0.26 -2.15 -6.90
H -1.59 -3.12 -5.57
H -2.12 -2.21 -3.36



8.
20
Properties=species:S:1:pos:R:3 method="wB97M-V/def2-TZVPD" charge=0 de_lowest_kcal_mol=125.8 total_energy_ha=-709.03886 gap_ev=9.174
C 2.65 0.48 0.12
C 0.00 0.07 0.12
C -0.42 0.13 1.56
C -0.08 1.36 -0.48
C -1.60 1.10 -0.46
C -1.49 -0.34 -0.66
H 2.64 0.56 1.22
H 2.06 1.60 -0.19
H 3.72 0.22 -0.10
H -1.42 0.66 1.84
H 0.03 -0.97 1.87
H 0.18 0.94 2.10
H 0.40 2.25 0.02
H 0.34 1.36 -1.47
H -2.04 1.33 0.52
H -2.34 1.72 -1.02
H -1.22 -0.84 -1.59
H -2.18 -1.11 1.23
O -2.27 -1.14 0.01
S 1.48 -0.96 -0.36



9.
50
Properties=species:S:1:pos:R:3 method="wB97M-V/def2-TZVPD" charge=0 de_lowest_kcal_mol=70.3 total_energy_ha=-1076.28273 gap_ev=8.259 smiles="C=C/C=C/C(=C)CC.O.O.O.O.O.O.O.O.O.O"
C 2.90 1.15 -0.37
C 2.16 0.43 -1.46
C 0.66 0.48 -1.20
C -0.11 1.56 -1.29
C 0.05 -1.95 -0.95
C 0.10 -0.69 -0.56
C -1.90 -3.30 -0.49
C -0.67 -2.91 -0.13
H 2.13 1.47 0.44
H 3.36 2.06 -0.79
H 3.67 0.50 0.03
H 2.36 0.96 -2.43
H 2.55 -0.58 -1.62
H -1.17 1.57 -0.96
H 0.20 2.50 -1.74
H 0.30 -2.28 -1.96
H -0.17 -0.38 0.41
H -2.67 -3.77 0.10
H -2.31 -2.77 -1.39
H -0.26 -3.18 0.85
H 1.92 1.24 2.82
H 1.45 2.39 3.68
O 1.19 1.79 3.00
H 1.04 -1.57 -3.76
H 2.20 -0.67 -4.17
O 1.94 -1.63 -4.01
H 3.02 -1.53 2.66
H 1.90 -1.87 1.65
O 2.38 -1.09 2.04
H -0.71 1.59 1.35
H -0.96 2.86 0.77
O -1.34 2.24 1.28
H -2.90 -0.04 -0.72
H -3.70 -0.16 -2.05
O -2.78 -0.33 -1.67
H 1.56 3.62 0.15
H 0.57 3.52 1.39
O 0.63 3.81 0.43
H -2.93 -0.09 1.43
H -2.78 1.24 0.95
O -3.29 0.47 0.78
H -1.48 -0.15 -3.02
H -1.51 -0.42 -4.51
O -1.02 -0.59 -3.75
H 1.01 -0.78 3.00
H -0.14 0.08 3.49
O 0.16 -0.76 3.52
H -1.60 -0.94 3.20
H -2.74 -1.91 2.93
O -2.30 -1.20 2.64



10.
5
Properties=species:S:1:pos:R:3 method="wB97M-V/def2-TZVPD" charge=0 de_lowest_kcal_mol=76.7 total_energy_ha=-260.74360 gap_ev="8.701 / 7.762"
C 1.68 -0.05 -0.23
C -1.44 -0.10 0.04
N 2.68 0.23 0.21
N -2.49 0.44 0.04
O -0.49 -0.79 0.11



11.
10
Properties=species:S:1:pos:R:3 method="wB97M-V/def2-TZVPD" charge=0 de_lowest_kcal_mol=11.4 total_energy_ha=-665.36748 gap_ev=9.416 smiles="CC(=O)C(=O)S"
C -2.29 0.33 0.17
C -0.97 -0.38 0.03
C 0.31 0.53 -0.04
H -2.06 1.43 0.21
H -2.83 -0.06 1.04
H -2.93 0.06 -0.68
H 1.41 -1.46 -0.19
O -0.92 -1.58 -0.18
O 0.15 1.71 -0.19
S 1.89 -0.24 0.10